Molecular formula: C8H17F6HgNO13S3
Method: DFT, the ωB97M-V functional and the def2-TZVPD basis

Atoms and positions in Å:
Hg (5.409, -3.302, 16.496)
S (7.196, -3.287, 18.808)
O (7.156, -4.186, 17.642)
O (8.415, -2.533, 18.723)
O (6.074, -2.416, 18.545)
O (7.197, -4.254, 19.893)
C (5.930, -7.466, 14.177)
F (6.895, -8.253, 13.654)
F (5.166, -6.881, 13.251)
F (5.204, -8.190, 15.009)
S (6.890, -6.174, 15.256)
O (6.063, -5.048, 15.484)
O (7.327, -6.900, 16.484)
O (8.063, -5.851, 14.389)
C (2.903, -5.701, 19.710)
F (2.362, -6.898, 19.822)
F (2.049, -4.736, 19.403)
F (3.669, -5.395, 20.754)
S (3.997, -5.872, 18.171)
O (5.352, -6.276, 18.578)
O (3.403, -6.779, 17.222)
O (4.107, -4.504, 17.705)
C (2.636, -2.562, 14.798)
C (2.305, -2.543, 16.275)
O (3.357, -2.008, 17.102)
O (3.618, -3.543, 14.564)
H (3.046, -1.600, 14.490)
H (1.689, -2.667, 14.267)
H (2.060, -3.538, 16.646)
H (1.417, -1.937, 16.453)
H (3.018, -1.640, 17.921)
H (3.692, -3.803, 13.643)
C (5.281, 0.092, 14.563)
C (6.220, -1.021, 14.028)
C (7.541, -0.615, 13.330)
O (8.392, -1.752, 12.934)
C (8.010, -2.359, 11.727)
N (6.686, -1.939, 15.095)
H (4.794, 0.568, 13.712)
H (5.859, 0.812, 15.143)
H (4.405, -0.253, 15.112)
H (5.710, -1.623, 13.277)
H (8.001, 0.166, 13.936)
H (7.390, 0.037, 12.470)
H (7.711, -1.591, 11.014)
H (7.110, -2.939, 11.931)
H (8.751, -2.982, 11.227)
H (7.368, -1.393, 15.602)
H (7.296, -2.373, 14.417)

F_max   7.1 eV/Å
Lowest unoccupied orbital energy   3.9 eV
DFT total energy   -3294.98482 Eh
Energy above the lowest of the compared OMol25 structures with the same formula, charge and spin   0.000 eV
Charge   -2